[1]
H2N4O | ωB97M-V with the def2-TZVPD basis set

Output
gap between HOMO and LUMO = 0.3726 Ha
SMILES string = NN=O.N#N
max |F| = 3.19 eV/A
energy relative to the best compared isomer or geometry (same formula, charge and spin) = 2.3 kcal/mol

ORCA input file:
```
! RIJCOSX wB97M-V def2-TZVPD def2/J DEFGRID3
* xyz 0 1
N 1.60 -2.47 0.11
N 0.99 -2.74 -0.76
N -0.68 1.48 -0.24
N -0.91 0.37 0.61
O -0.06 -0.48 0.83
H -1.14 2.30 0.16
H 0.20 1.54 -0.71
*
```


[2]
C6H30O10 | ωB97M-V with the def2-TZVPD basis set

Output
gap between HOMO and LUMO = 0.3823 Ha
SMILES string = CC[C@H](C)CC=O.O.O.O.O.O.O.O.O.O
max |F| = 3.47 eV/A
energy relative to the best compared isomer or geometry (same formula, charge and spin) = 44.9 kcal/mol

ORCA input file:
```
! RIJCOSX wB97M-V def2-TZVPD def2/J DEFGRID3
* xyz 0 1
O -0.19 1.82 -1.75
C 0.07 0.84 -2.46
C 0.20 -0.50 -1.89
C -1.03 -1.13 -1.26
C -1.25 -2.61 -1.81
C -1.17 -1.12 0.26
C -0.35 -0.02 0.98
H 0.13 1.03 -3.53
H 1.01 -0.46 -1.07
H 0.61 -1.22 -2.62
H -1.89 -0.55 -1.62
H -0.32 -3.16 -1.72
H -1.98 -3.19 -1.23
H -1.61 -2.53 -2.82
H -1.09 -1.97 0.93
H -2.21 -0.85 0.58
H -0.42 0.92 0.45
H -0.69 0.13 1.98
H 0.72 -0.33 1.11
H -4.81 -1.22 -0.76
H -4.19 0.14 -0.44
O -4.10 -0.63 -1.02
H 0.87 -4.45 1.34
H 0.78 -3.20 0.37
O 1.12 -4.08 0.49
H 2.67 0.25 3.44
H 3.20 -0.96 3.93
O 2.58 -0.69 3.23
H -1.00 3.98 2.45
H 0.04 4.11 1.41
O -0.84 4.47 1.63
H 2.09 2.90 -0.78
H 0.71 2.16 -0.52
O 1.43 2.71 -0.10
H 2.97 1.99 -3.82
H 2.71 1.47 -2.36
O 2.62 2.22 -2.96
H -2.84 2.81 -0.15
H -2.32 3.58 0.94
O -2.85 2.76 0.82
H 3.59 0.06 -0.01
H 2.71 1.33 -0.22
O 3.06 0.53 -0.66
H 0.98 -2.35 3.18
H -0.09 -2.17 4.29
O 0.35 -2.82 3.74
*
```


[3]
C26H41Cl2CoN3O2P2 | ωB97M-V with the def2-TZVPD basis set

Output
expectation value of S² = 3.7600
gap between HOMO and LUMO (spin up / spin down) = 0.2760 / 0.2720 Ha
max |F| = 0.42 eV/A

ORCA input file:
```
! RIJCOSX wB97M-V def2-TZVPD def2/J DEFGRID3
* xyz 0 4
Co 0.43 -0.10 -0.69
C -2.52 -2.92 -1.77
C -2.08 -2.82 -0.31
C -2.99 -1.84 0.42
P -0.31 -2.32 -0.09
C 0.70 -3.77 -0.59
C 2.14 -3.60 -0.12
C 0.67 -4.03 -2.10
C -0.12 -2.24 1.70
C -0.41 -3.35 2.50
C -0.43 -3.26 3.88
C -0.20 -2.02 4.46
C 0.10 -0.91 3.70
C 0.19 -0.99 2.29
N 0.45 0.08 1.46
C 1.02 1.25 1.92
C 1.97 1.36 2.96
C 2.54 2.57 3.28
C 2.21 3.73 2.59
C 1.31 3.64 1.54
C 0.73 2.43 1.19
P -0.38 2.18 -0.21
C -2.07 2.52 0.44
C -2.36 1.68 1.69
C -2.30 4.00 0.77
C -0.02 3.51 -1.42
C 1.36 3.30 -2.03
C -1.10 3.50 -2.50
H -3.59 -3.12 -1.80
H -2.02 -3.71 -2.32
H -2.33 -1.99 -2.30
H -2.15 -3.81 0.16
H -2.93 -0.86 -0.05
H -2.74 -1.74 1.48
H -4.02 -2.18 0.34
H 0.26 -4.64 -0.07
H 2.63 -2.76 -0.62
H 2.71 -4.50 -0.36
H 2.20 -3.44 0.96
H 0.86 -3.12 -2.67
H -0.28 -4.44 -2.43
H 1.45 -4.74 -2.36
H -0.64 -4.29 2.03
H -0.66 -4.13 4.48
H -0.27 -1.90 5.54
H 0.23 0.04 4.19
H 2.27 0.47 3.50
H 3.26 2.61 4.09
H 2.66 4.68 2.86
H 1.06 4.53 0.98
H -2.75 2.21 -0.36
H -1.76 2.04 2.53
H -2.12 0.63 1.55
H -3.41 1.78 1.96
H -1.58 4.34 1.51
H -3.30 4.13 1.20
H -2.23 4.65 -0.10
H -0.05 4.47 -0.90
H 1.43 2.33 -2.52
H 2.15 3.37 -1.28
H 1.55 4.07 -2.78
H -1.19 2.52 -2.96
H -0.86 4.22 -3.28
H -2.08 3.77 -2.11
Cl -0.39 1.12 -5.55
C 0.13 -0.39 -4.77
Cl -0.89 -1.75 -5.25
C 0.10 -0.22 -3.25
O -0.97 -0.14 -2.65
O 1.23 -0.16 -2.68
H 1.14 -0.60 -5.11
N 3.62 -0.49 -1.20
N 2.62 -0.18 -0.21
H 4.44 0.09 -1.06
H 3.20 -0.28 -2.10
H 2.75 0.75 0.19
H 2.71 -0.84 0.57
*
```


[4]
C5H11N | ωB97M-V with the def2-TZVPD basis set

Output
gap between HOMO and LUMO (spin up / spin down) = 0.2959 / 0.2959 Ha
max |F| = 0.39 eV/A
energy relative to the best compared isomer or geometry (same formula, charge and spin) = 101.0 kcal/mol

ORCA input file:
```
! RIJCOSX wB97M-V def2-TZVPD def2/J DEFGRID3
* xyz 0 1
C -1.49 -0.97 0.55
C -0.53 -0.17 -0.28
C -1.02 0.67 -1.42
N 0.73 -0.20 -0.02
C 2.01 0.25 -0.17
C 1.71 -0.85 0.81
H -1.99 -1.74 -0.05
H -0.97 -1.47 1.38
H -2.27 -0.32 0.97
H 0.30 2.41 1.13
H -1.26 0.06 -2.30
H -0.26 1.40 -1.70
H -1.93 1.20 -1.13
H 0.95 2.14 0.86
H 2.52 0.09 -1.12
H 1.82 -1.91 0.60
H 1.70 -0.60 1.88
*
```


> Which of these has the lowest max |F|?

C5H11N


> max |F| of number 3 (C26H41Cl2CoN3O2P2)?

0.42 eV/A